Molecular formula: C8H11NS
Method: DFT, wB97M-V/def2-TZVPD

```
21
Properties=species:S:1:pos:R:3
C 1.08253 -1.91952 -0.53025
C 0.41709 -0.92373 0.43088
C -1.09713 -0.85299 0.31989
N -2.25864 -1.50140 0.40110
C -3.20699 -0.63061 0.11435
S -2.62379 0.95456 -0.39490
C -1.07628 0.40507 -0.11548
C 0.34974 0.68520 0.06594
C 1.13749 1.30339 -1.20815
C 0.70792 1.54071 1.21230
H 0.47292 -2.92048 -0.48750
H 2.06620 -2.30157 -0.46424
H 0.95022 -1.73862 -1.60366
H 0.88184 -1.15897 1.52537
H -4.28999 -0.87503 0.21831
H 0.56864 2.17034 -1.67268
H 1.56093 0.59628 -1.91770
H 1.96954 1.67173 -0.57286
H 1.80656 1.44822 1.61772
H 0.09697 1.40064 2.13918
H 0.48424 2.64677 0.92239
```

Output
maximum force	3.88	eV/Å
energy above the lowest of the compared OMol25 structures with the same formula, charge and spin	196.92	kJ/mol
SMILES	C[C@@H]1c2ncsc2C1(C)C
HOMO-LUMO gap	9.50	eV